{"formula": "C5H8O2", "method": "ωB97M-V/def2-TZVPD", "smiles": "C[C@@H]1[C@H](O)[C@@H]2O[C@H]12", "largest_force_ev_per_a": 0.4, "total_energy_ha": -345.7203, "orbital_gap_ev": 10.86, "e_above_lowest_kcal_mol": 53.1, "spin_multiplicity": 1, "symbols": ["C", "C", "C", "O", "C", "C", "O", "H", "H", "H", "H", "H", "H", "H", "H"], "positions_angstrom": [[1.6602, -0.6174, 0.2221], [0.4444, 0.2274, 0.5615], [-0.0821, 1.3318, -0.3622], [-0.6383, 0.7290, -1.5370], [-1.4353, 0.7673, -0.3476], [-0.9613, -0.4669, 0.4318], [-1.0122, -1.6547, -0.3023], [2.6004, -0.0663, 0.3898], [1.6329, -0.9606, -0.8252], [1.6560, -1.5107, 0.8677], [0.5356, 0.6514, 1.5707], [0.2271, 2.3724, -0.4533], [-2.4116, 1.2429, -0.4019], [-1.4375, -0.6533, 1.3953], [-0.7784, -1.3924, -1.2095]], "atomic_forces_ev_per_a": [[0.114, -0.008, -0.125], [0.156, -0.052, -0.003], [0.176, 0.239, 0.164], [0.075, 0.011, -0.045], [-0.292, 0.018, 0.032], [-0.085, 0.153, 0.294], [0.018, 0.056, -0.288], [-0.335, -0.194, -0.091], [0.031, 0.140, 0.390], [0.092, 0.284, -0.260], [-0.042, -0.116, -0.142], [-0.051, -0.292, 0.035], [0.214, -0.119, -0.052], [-0.031, 0.103, -0.107], [-0.040, -0.223, 0.197]], "nbo_charge": [-0.62, -0.25, 0.05, -0.51, 0.01, 0.08, -0.70, 0.21, 0.21, 0.22, 0.21, 0.20, 0.21, 0.19, 0.48]}